(1)
An isolated molecule of C17H26N2O3S, computed with the ωB97M-V functional and the def2-TZVPD basis.

ORCA input file:
```
! wB97M-V def2-TZVPD RIJCOSX def2/J DEFGRID3
* xyz 0 1
C 5.264 1.871 -0.206
C 4.278 1.713 -1.355
C 2.836 1.679 -0.842
N 2.604 0.551 0.025
C 2.444 -0.765 -0.550
C 3.545 -1.719 -0.086
C 3.347 -3.119 -0.654
S 1.820 0.800 1.465
O 2.116 2.134 1.898
O 2.143 -0.296 2.332
C 0.080 0.682 1.050
C -0.534 1.706 0.356
C -1.863 1.588 -0.008
C -2.592 0.448 0.333
C -1.949 -0.598 1.012
C -0.615 -0.469 1.360
C -2.704 -1.868 1.257
C -3.532 -2.121 0.002
C -4.546 -0.995 -0.148
N -3.957 0.331 0.006
C -4.775 1.438 -0.026
C -6.220 1.188 -0.400
O -4.385 2.555 0.231
H 5.116 1.076 0.520
H 5.103 2.820 0.300
H 6.289 1.836 -0.569
H 4.489 0.792 -1.902
H 4.376 2.548 -2.052
H 2.653 2.565 -0.232
H 2.132 1.671 -1.688
H 2.449 -0.681 -1.641
H 1.469 -1.169 -0.247
H 3.525 -1.746 1.004
H 4.514 -1.326 -0.398
H 3.361 -3.098 -1.743
H 4.138 -3.781 -0.313
H 2.392 -3.529 -0.332
H 0.027 2.594 0.115
H -2.337 2.390 -0.546
H -0.105 -1.255 1.895
H -2.014 -2.689 1.452
H -3.365 -1.765 2.122
H -4.067 -3.069 0.058
H -2.869 -2.152 -0.865
H -5.018 -1.062 -1.134
H -5.325 -1.130 0.612
H -6.721 2.152 -0.428
H -6.715 0.558 0.335
H -6.299 0.717 -1.377
*
```

## Properties
* energy above the lowest of the compared OMol25 structures with the same formula, charge and spin: 25.64 kcal per mole
* HOMO energy: -0.318 Eh
* HOMO-LUMO gap: 9.1659 eV
* maximum force: 1.14 eV/Å

(2)
An isolated molecule of C17H26N2O3S, computed with the ωB97M-V functional and the def2-TZVPD basis.

ORCA input file:
```
! wB97M-V def2-TZVPD RIJCOSX def2/J DEFGRID3
* xyz 0 1
C 0.545 3.037 -6.005
C 0.105 2.010 -5.008
C -0.550 2.397 -3.842
C -0.977 1.461 -2.921
C -0.753 0.105 -3.140
C -1.160 -0.890 -2.116
S -0.055 -0.742 -0.654
O -0.364 -1.832 0.233
O -0.195 0.585 -0.105
C 1.643 -0.929 -1.298
C 2.593 -0.107 -0.446
C 2.735 -0.743 0.940
O 3.572 -1.596 1.160
N 1.890 -0.255 1.863
C 1.824 -0.811 3.197
C 0.540 -1.609 3.463
N -0.491 -0.781 4.053
C -1.595 -1.536 4.616
C -2.623 -0.451 4.909
C -2.505 0.459 3.681
C -1.088 0.193 3.144
C -0.095 -0.286 -4.301
C 0.324 0.656 -5.224
H 1.064 3.855 -5.509
H 1.206 2.601 -6.750
H -0.321 3.456 -6.517
H -0.727 3.446 -3.659
H -1.472 1.774 -2.016
H -2.157 -0.710 -1.721
H -1.068 -1.920 -2.450
H 1.875 -1.989 -1.257
H 1.615 -0.573 -2.325
H 3.581 -0.095 -0.910
H 2.213 0.912 -0.368
H 1.133 0.345 1.567
H 2.694 -1.464 3.290
H 1.897 -0.003 3.930
H 0.210 -2.082 2.523
H 0.766 -2.398 4.184
H -2.003 -2.271 3.900
H -1.266 -2.066 5.512
H -2.330 0.090 5.809
H -3.627 -0.847 5.046
H -3.249 0.188 2.932
H -2.653 1.506 3.940
H -1.135 -0.194 2.118
H -0.480 1.102 3.143
H 0.083 -1.335 -4.489
H 0.828 0.333 -6.123
*
```

## Properties
* energy above the lowest of the compared OMol25 structures with the same formula, charge and spin: 30.71 kcal per mole
* HOMO energy: -0.299 Eh
* HOMO-LUMO gap: 8.6449 eV
* maximum force: 1.02 eV/Å

(3)
C17H26N2O4 as an isolated structure, computed with the ωB97M-V functional and the def2-TZVPD basis.

ORCA input file:
```
! wB97M-V def2-TZVPD RIJCOSX def2/J DEFGRID3
* xyz 0 1
C 2.149 -0.760 -2.835
C 3.326 -0.003 -2.981
C 3.327 1.068 -1.860
H 4.321 1.747 -2.116
H 2.601 1.611 -2.158
O 3.724 0.641 -0.642
C 2.686 0.791 0.176
O 1.535 1.010 -0.065
N 2.918 -0.103 1.402
H 3.725 -0.488 1.360
C 1.869 -0.474 2.544
C 2.550 -0.681 3.816
C 1.441 -0.667 4.628
H 0.758 -1.490 4.821
H 0.789 0.141 4.748
H 1.979 -0.526 5.835
H 3.112 -1.333 3.632
H 3.153 0.418 3.883
H 0.952 0.258 2.388
C 1.247 -1.651 1.940
H 0.536 -2.200 2.551
H 2.091 -2.394 1.843
O 0.573 -1.501 0.732
C -0.659 -0.958 0.802
O -1.443 -1.574 1.737
N -1.130 -0.509 -0.474
C -2.240 0.154 -0.957
C -3.527 -0.444 -0.087
C -4.588 0.316 -0.516
C -4.725 1.339 -1.461
C -3.566 1.645 -1.918
C -2.264 1.052 -1.744
C -1.077 1.711 -2.264
H -0.599 1.021 -3.168
H -0.225 1.880 -1.594
H -1.321 2.627 -2.607
H -3.596 2.388 -2.752
H -5.645 1.965 -1.600
C -5.931 -0.322 0.123
H -6.603 0.505 0.333
H -5.805 -0.559 1.019
H -6.232 -0.920 -0.382
H -3.302 -1.150 0.478
H -0.175 -0.178 -1.163
H 4.430 -0.750 -2.719
H 3.421 0.454 -4.026
H 2.181 -1.593 -3.660
H 1.975 -1.161 -2.002
H 1.284 -0.354 -3.041
*
```

## Properties
* energy above the lowest of the compared OMol25 structures with the same formula, charge and spin: 439.55 kcal per mole
* HOMO energy: -0.314 Eh
* HOMO-LUMO gap: 9.0865 eV
* maximum force: 18.52 eV/Å

(4)
An isolated molecule of C17H26N2O5, computed with the ωB97M-V functional and the def2-TZVPD basis.

ORCA input file:
```
! wB97M-V def2-TZVPD RIJCOSX def2/J DEFGRID3
* xyz 0 1
C -0.728 3.730 5.075
C 0.294 3.247 4.009
C 1.419 4.362 3.738
C 2.467 4.024 2.908
O 1.861 4.044 1.577
C 1.629 2.832 1.134
C 1.175 2.908 -0.062
C 0.710 1.969 -1.056
C 0.760 0.709 -0.451
C 0.380 -0.624 -1.221
N -0.914 -1.118 -0.580
C -1.818 -1.826 -1.054
O -2.180 -1.805 -2.285
O -2.666 -2.477 -0.217
C -3.756 -3.134 -1.038
C -3.311 -4.531 -1.360
N 1.207 -1.591 -1.267
C 1.642 -2.351 -2.556
O 2.256 -3.380 -2.270
O 0.880 -1.977 -3.469
C 0.904 -2.711 -4.742
C -0.394 -3.635 -4.569
C 1.198 0.444 0.874
C 1.886 1.634 1.548
H -1.397 4.556 4.674
H -0.314 4.138 5.902
H -1.387 3.114 5.274
H -0.203 2.979 3.069
H 0.723 2.359 4.540
H 0.813 5.341 3.619
H 1.882 4.840 4.854
H 3.197 3.078 3.453
H 3.283 4.885 3.051
H 1.162 3.778 -0.636
H 0.557 2.038 -1.928
H 0.001 -0.309 -2.188
H -0.781 -1.448 0.400
H -4.370 -3.258 0.058
H -4.181 -2.308 -1.907
H -2.741 -4.281 -2.266
H -4.120 -4.987 -1.674
H -2.833 -5.102 -0.663
H 1.970 -2.050 -0.364
H 0.870 -2.103 -5.602
H 1.709 -3.188 -4.872
H -0.069 -4.492 -3.772
H -0.582 -4.250 -5.401
H -1.271 -3.179 -4.209
H 1.071 -0.470 1.363
H 2.112 1.577 2.560
*
```

## Properties
* energy above the lowest of the compared OMol25 structures with the same formula, charge and spin: 325.10 kcal per mole
* HOMO energy: -0.318 Eh
* HOMO-LUMO gap: 9.2623 eV
* maximum force: 17.46 eV/Å

(5)
C17H26N3O5SW as an isolated structure, computed with the ωB97M-V functional and the def2-TZVPD basis.

ORCA input file:
```
! wB97M-V def2-TZVPD RIJCOSX def2/J DEFGRID3
* xyz 1 3
W -0.136 -0.186 0.152
O 1.672 -0.930 3.108
C 0.559 -0.563 2.465
O -0.144 -1.442 1.783
C -0.147 0.658 2.966
O -0.766 1.241 1.774
C -0.262 2.547 1.424
C 1.065 2.445 0.679
O 1.841 3.345 0.605
O 1.243 1.259 0.071
H 1.890 -1.844 2.872
H -0.962 0.419 3.652
H 0.544 1.361 3.426
H -0.999 2.996 0.757
H -0.156 3.162 2.315
N 2.658 -1.806 -3.217
C 2.261 -1.063 -2.190
N 2.719 0.161 -2.049
S 1.178 -1.839 -1.071
H 3.368 -1.494 -3.860
H 2.280 -2.731 -3.336
H 3.319 0.574 -2.746
H 2.414 0.741 -1.268
C -3.235 -1.201 0.842
C -3.853 -1.315 -0.549
C -3.356 -2.591 -1.243
C -3.696 -0.138 -1.496
C -4.836 0.239 -2.199
C -4.800 1.224 -3.167
C -3.595 1.835 -3.469
C -2.425 1.504 -2.801
C -1.148 2.181 -3.261
C -0.174 1.172 -3.876
C -0.474 3.048 -2.200
C -2.491 0.530 -1.779
N -1.356 0.253 -1.014
H -3.780 -1.836 1.543
H -3.249 -0.183 1.236
H -2.219 -1.594 0.850
H -4.931 -1.414 -0.405
H -2.284 -2.516 -1.445
H -3.868 -2.751 -2.191
H -3.523 -3.463 -0.608
H -5.771 -0.261 -1.977
H -5.703 1.509 -3.691
H -3.556 2.589 -4.245
H -1.455 2.852 -4.067
H 0.131 0.429 -3.140
H 0.718 1.684 -4.245
H -0.636 0.647 -4.713
H -0.006 2.428 -1.440
H -1.190 3.719 -1.722
H 0.307 3.661 -2.651
*
```

## Properties
* energy above the lowest of the compared OMol25 structures with the same formula, charge and spin: 6.55 kcal per mole
* HOMO energy (spin up / spin down): -0.376 / -0.414 Eh
* HOMO-LUMO gap (spin up / spin down): 7.0773 / 7.4338 eV
* maximum force: 0.47 eV/Å

(6)
An isolated molecule of C17H26N4O3, computed with the ωB97M-V functional and the def2-TZVPD basis.

ORCA input file:
```
! wB97M-V def2-TZVPD RIJCOSX def2/J DEFGRID3
* xyz 0 1
C 2.119 -0.522 -5.222
C 1.203 -1.105 -4.107
C 1.683 -2.355 -3.346
C -0.072 -1.321 -4.748
N 1.118 -0.032 -3.185
C 0.406 0.038 -1.986
O -0.223 -0.926 -1.557
N 0.509 0.941 -1.066
C 1.031 2.215 -1.264
O 1.334 2.649 -2.362
C 1.128 3.119 -0.072
N 0.842 2.400 1.301
C 1.852 1.551 2.070
C 1.140 0.258 2.493
N -0.208 0.569 3.148
C -1.155 -0.509 3.135
C -1.843 -1.116 2.079
C -2.925 -1.915 2.259
C -3.296 -2.224 3.559
O -4.298 -3.047 3.963
C -2.482 -1.812 4.595
C -1.497 -0.888 4.436
C -0.706 1.902 3.063
C -0.506 2.474 1.768
H 1.786 0.471 -5.648
H 2.093 -1.121 -6.126
H 3.173 -0.450 -4.877
H 2.612 -1.983 -2.763
H 0.856 -2.760 -2.745
H 1.856 -3.185 -4.044
H -0.544 -0.335 -5.088
H 0.110 -2.036 -5.504
H -0.749 -1.673 -3.986
H 1.352 0.861 -3.526
H -0.052 0.731 -0.252
H 2.126 3.563 -0.125
H 0.368 3.921 -0.215
H 2.726 1.458 1.481
H 2.120 2.028 2.988
H 1.815 -0.393 3.152
H 0.989 -0.324 1.656
H -1.632 -0.780 1.069
H -3.559 -2.225 1.472
H -4.771 -3.448 3.220
H -2.780 -2.147 5.556
H -1.044 -0.258 5.187
H -0.297 2.574 3.865
H -1.785 1.858 3.184
H -0.828 3.488 1.999
H -1.095 1.825 1.116
*
```

## Properties
* energy above the lowest of the compared OMol25 structures with the same formula, charge and spin: 98.14 kcal per mole
* HOMO energy: -0.298 Eh
* HOMO-LUMO gap: 8.7706 eV
* maximum force: 6.77 eV/Å

(7)
An isolated molecule of C17H26N4O3, computed with the ωB97M-V functional and the def2-TZVPD basis.

ORCA input file:
```
! wB97M-V def2-TZVPD RIJCOSX def2/J DEFGRID3
* xyz 0 1
C -2.100 -0.982 3.292
N -2.930 -1.137 2.109
C -4.338 -1.056 2.475
C -5.242 -1.325 1.285
C -4.942 -0.331 0.172
C -3.455 -0.358 -0.159
C -2.604 -0.136 1.092
C -1.116 -0.263 0.751
O -0.655 -1.350 0.467
N -0.294 0.840 0.958
C 1.136 0.495 0.962
C 1.737 0.271 -0.426
C 3.245 0.194 -0.332
O 3.899 1.034 0.260
N 3.814 -0.874 -0.955
C 5.249 -1.065 -1.000
C 5.791 -0.935 -2.382
N 6.252 -1.869 -3.142
C 6.595 -1.221 -4.322
C 6.308 0.087 -4.199
O 5.790 0.289 -2.953
C -0.488 2.150 0.351
C -1.122 2.378 -0.992
C -1.781 2.908 0.252
H -1.052 -1.150 3.049
H -2.199 0.020 3.745
H -2.394 -1.723 4.035
H -4.519 -1.789 3.264
H -4.576 -0.061 2.899
H -5.063 -2.343 0.928
H -6.286 -1.260 1.596
H -5.531 -0.550 -0.720
H -5.224 0.676 0.500
H -3.174 -1.327 -0.576
H -3.224 0.405 -0.904
H -2.794 0.861 1.513
H 1.669 1.310 1.451
H 1.259 -0.404 1.562
H 1.310 -0.624 -0.875
H 1.506 1.123 -1.071
H 3.219 -1.539 -1.419
H 5.684 -0.307 -0.350
H 5.521 -2.054 -0.632
H 7.018 -1.747 -5.159
H 6.400 0.948 -4.835
H 0.365 2.772 0.583
H -0.650 3.071 -1.675
H -1.578 1.519 -1.467
H -2.712 2.458 0.553
H -1.724 3.971 0.441
*
```

## Properties
* energy above the lowest of the compared OMol25 structures with the same formula, charge and spin: 57.40 kcal per mole
* HOMO energy: -0.320 Eh
* HOMO-LUMO gap: 9.5027 eV
* maximum force: 0.74 eV/Å

(8)
An isolated molecule of C17H26N4O3, computed with the ωB97M-V functional and the def2-TZVPD basis.

ORCA input file:
```
! wB97M-V def2-TZVPD RIJCOSX def2/J DEFGRID3
* xyz 0 1
C -0.564 -1.925 2.618
N 0.154 -0.664 2.665
C 0.840 -0.526 3.944
C 1.535 0.818 4.071
C 2.524 1.012 2.929
C 1.811 0.804 1.601
C 1.103 -0.554 1.565
C 0.379 -0.656 0.229
O -0.699 -0.089 0.083
N 0.924 -1.361 -0.802
C 0.090 -1.409 -2.006
C 0.141 -0.103 -2.825
C -1.216 0.236 -3.418
O -1.443 0.229 -4.614
N -2.144 0.534 -2.471
C -3.513 0.836 -2.815
C -3.901 2.231 -2.456
N -4.867 2.613 -1.693
C -4.793 4.000 -1.705
C -3.765 4.375 -2.487
O -3.180 3.245 -2.982
C 2.251 -1.921 -0.982
C 3.490 -1.719 -0.162
C 2.801 -3.063 -0.180
H -1.153 -1.992 1.705
H 0.115 -2.795 2.671
H -1.250 -1.981 3.463
H 0.096 -0.643 4.734
H 1.582 -1.338 4.079
H 0.782 1.609 4.045
H 2.041 0.877 5.038
H 2.976 2.004 2.967
H 3.340 0.286 3.026
H 1.044 1.570 1.460
H 2.506 0.881 0.762
H 1.838 -1.367 1.655
H 0.414 -2.257 -2.606
H -0.931 -1.610 -1.690
H 0.433 0.711 -2.159
H 0.866 -0.162 -3.632
H -1.873 0.435 -1.497
H -3.611 0.689 -3.891
H -4.209 0.169 -2.307
H -5.480 4.614 -1.150
H -3.337 5.315 -2.781
H 2.459 -1.974 -2.041
H 4.409 -1.611 -0.722
H 3.470 -1.147 0.750
H 2.250 -3.337 0.710
H 3.266 -3.889 -0.699
*
```

## Properties
* energy above the lowest of the compared OMol25 structures with the same formula, charge and spin: 51.85 kcal per mole
* HOMO energy: -0.327 Eh
* HOMO-LUMO gap: 9.6552 eV
* maximum force: 0.13 eV/Å

(9)
An isolated molecule of C17H26N4O3S2, computed with the ωB97M-V functional and the def2-TZVPD basis.

ORCA input file:
```
! wB97M-V def2-TZVPD RIJCOSX def2/J DEFGRID3
* xyz 0 1
C -6.066 -1.302 3.513
C -5.057 -1.076 4.636
C -5.766 -0.963 5.982
C -4.236 0.191 4.362
C -3.303 0.012 3.190
O -2.797 -1.053 2.889
N -3.047 1.171 2.505
C -2.210 1.376 1.408
S -2.079 2.933 0.887
N -1.612 0.274 0.929
C -0.748 0.081 -0.140
C -0.418 1.061 -1.075
C 0.455 0.760 -2.107
C 1.008 -0.503 -2.202
S 2.236 -0.856 -3.461
O 2.226 -2.265 -3.721
O 2.046 0.063 -4.542
N 3.702 -0.493 -2.772
C 3.939 0.913 -2.501
C 4.859 1.065 -1.284
N 4.373 0.376 -0.105
C 3.358 1.102 0.626
C 3.981 -1.010 -0.374
C 4.255 -1.427 -1.821
C 0.669 -1.492 -1.295
C -0.211 -1.206 -0.272
H -6.761 -0.466 3.449
H -6.637 -2.208 3.696
H -5.558 -1.407 2.557
H -4.366 -1.924 4.663
H -6.444 -0.112 5.986
H -6.345 -1.861 6.178
H -5.049 -0.836 6.790
H -3.612 0.414 5.233
H -4.900 1.041 4.195
H -3.484 2.028 2.823
H -1.827 -0.572 1.473
H -0.842 2.048 -1.002
H 0.694 1.494 -2.859
H 4.387 1.373 -3.387
H 2.986 1.417 -2.305
H 4.972 2.123 -1.045
H 5.848 0.667 -1.525
H 3.733 2.098 0.858
H 3.169 0.582 1.565
H 2.403 1.201 0.087
H 2.911 -1.140 -0.166
H 4.540 -1.667 0.303
H 5.332 -1.511 -1.995
H 3.799 -2.393 -2.038
H 1.086 -2.479 -1.419
H -0.490 -1.972 0.437
*
```

## Properties
* energy above the lowest of the compared OMol25 structures with the same formula, charge and spin: 0.00 kcal per mole
* HOMO energy: -0.310 Eh
* HOMO-LUMO gap: 8.3044 eV
* maximum force: 1.09 eV/Å

(10)
An isolated molecule of C17H26O2, computed with the ωB97M-V functional and the def2-TZVPD basis.

ORCA input file:
```
! wB97M-V def2-TZVPD RIJCOSX def2/J DEFGRID3
* xyz 0 1
C 1.419 -5.948 -0.034
C 0.977 -4.991 1.101
C 0.147 -3.730 0.673
C 0.826 -3.021 -0.471
C 0.064 -1.690 -0.658
C 0.590 -0.861 -1.822
C 1.828 -1.240 -2.583
C -0.009 0.373 -2.027
C -1.166 0.728 -1.182
C -1.740 2.126 -1.564
C -1.137 3.323 -0.815
C -1.093 2.985 0.652
C -0.245 1.752 0.949
C -0.850 0.480 0.325
C 0.075 -0.835 0.594
C 1.545 -0.484 0.990
C -0.469 -1.685 1.733
O -1.106 -1.092 2.585
O -0.019 -2.936 1.870
H 0.560 -6.134 -0.699
H 1.801 -6.928 0.325
H 2.273 -5.480 -0.547
H 0.382 -5.576 1.778
H 1.909 -4.722 1.607
H -0.855 -4.073 0.368
H 0.749 -3.570 -1.401
H 1.905 -2.891 -0.265
H -0.973 -1.965 -0.853
H 2.708 -1.115 -1.941
H 1.745 -2.276 -2.958
H 1.930 -0.605 -3.475
H 0.390 1.074 -2.732
H -1.901 -0.004 -1.521
H -1.603 2.261 -2.640
H -2.817 2.109 -1.336
H -0.094 3.520 -1.107
H -1.733 4.203 -0.978
H -2.127 2.801 0.964
H -0.700 3.824 1.247
H 0.790 1.928 0.617
H -0.175 1.637 2.028
H -1.850 0.379 0.744
H 2.013 0.208 0.293
H 1.592 0.007 1.969
H 2.216 -1.326 1.042
*
```

## Properties
* energy above the lowest of the compared OMol25 structures with the same formula, charge and spin: 2.59 kcal per mole
* HOMO energy: -0.317 Eh
* HOMO-LUMO gap: 9.3694 eV
* maximum force: 3.60 eV/Å